{
  "formula": "C8H10ClNO",
  "method": "ωB97M-V/def2-TZVPD",
  "de_lowest_kj_mol": 343.11,
  "homo_energy_ev": [-8.63, -8.63],
  "lumo_ev": [-0.589, -0.589],
  "total_energy_ha": -900.871635,
  "homo_lumo_gap_ev": [8.0, 8.0],
  "symbols": ["Cl", "O", "N", "C", "C", "C", "C", "C", "C", "C", "C", "H", "H", "H", "H", "H", "H", "H", "H", "H", "H"],
  "coordinates": [[4.272, -0.322, 0.076], [2.207, 0.079, 1.418], [1.955, 0.001, -0.903], [-0.463, -1.286, 0.880], [-1.876, 0.974, 0.241], [2.513, -0.102, 0.276], [-0.063, 0.734, -0.300], [-0.024, -1.628, -0.585], [-0.796, 1.962, -0.495], [-0.644, 0.181, 0.939], [0.510, -0.319, -1.168], [-0.884, -1.758, -1.228], [-2.368, 0.258, -0.356], [-0.543, 0.580, 1.904], [-0.473, 2.954, 0.093], [0.540, -0.368, -2.235], [-1.360, -1.696, 1.273], [0.394, -1.409, 1.544], [-2.532, 1.390, 0.893], [-0.994, 2.274, -1.612], [0.629, -2.499, -0.655]],
  "nbo_charge": [-0.132, -0.647, -0.570, -0.432, -0.356, 0.621, 0.367, -0.405, -0.447, -0.236, -0.145, 0.200, 0.216, 0.257, 0.271, 0.242, 0.219, 0.259, 0.238, 0.240, 0.241]
}

---

{
  "formula": "C4H8OS",
  "method": "ωB97M-V/def2-TZVPD",
  "de_lowest_kj_mol": 282.01,
  "homo_energy_ev": -8.36,
  "smiles": "C[C@@H](C=S)CO",
  "lumo_ev": -0.105,
  "total_energy_ha": -630.527507,
  "homo_lumo_gap_ev": 8.3,
  "symbols": ["S", "O", "C", "C", "C", "C", "H", "H", "H", "H", "H", "H", "H", "H"],
  "coordinates": [[-2.277, -0.224, 0.015], [1.800, -0.787, -0.717], [0.337, 0.395, 0.606], [-0.600, -0.373, -0.242], [0.748, 1.621, -0.361], [1.700, -0.447, 0.789], [1.603, -1.444, 1.355], [2.429, -0.006, 1.337], [2.461, -1.456, -0.878], [1.482, 2.102, 0.270], [-0.050, -0.622, -1.091], [-0.034, 0.731, 1.495], [-0.024, 2.276, -0.458], [1.051, 1.111, -1.282]],
  "nbo_charge": [-0.038, -0.772, -0.306, -0.164, -0.582, -0.057, 0.176, 0.180, 0.483, 0.209, 0.208, 0.215, 0.211, 0.237]
}

---

{
  "formula": "C27H34CdCl2N5O7S3",
  "method": "ωB97M-V/def2-TZVPD",
  "de_lowest_kj_mol": 145.29,
  "homo_energy_ev": -11.40,
  "lumo_ev": -2.831,
  "total_energy_ha": -4131.990511,
  "charge": 1,
  "homo_lumo_gap_ev": 8.6,
  "symbols": ["Cd", "Cl", "Cl", "S", "S", "S", "O", "O", "O", "O", "O", "O", "O", "N", "N", "N", "N", "N", "C", "C", "C", "C", "C", "C", "C", "C", "C", "C", "C", "C", "C", "C", "C", "C", "C", "C", "C", "C", "C", "C", "C", "C", "C", "C", "C", "H", "H", "H", "H", "H", "H", "H", "H", "H", "H", "H", "H", "H", "H", "H", "H", "H", "H", "H", "H", "H", "H", "H", "H", "H", "H", "H", "H", "H", "H", "H", "H", "H", "H"],
  "coordinates": [[0.517, -0.660, 1.168], [-3.517, -3.028, 3.980], [-1.135, -4.509, 3.024], [-1.970, 1.796, 2.103], [1.688, 1.047, -1.705], [1.151, -4.702, -3.469], [1.715, 0.003, -0.524], [1.628, -4.931, -2.059], [-1.108, -1.605, 2.197], [-2.909, -2.005, 0.817], [-0.479, 1.381, 2.157], [2.682, 0.169, 2.796], [4.532, -0.587, 1.951], [4.271, -2.552, 0.179], [3.307, -0.712, 2.164], [2.495, -1.681, 1.602], [2.085, -3.254, 0.012], [0.775, -3.098, 0.274], [-3.614, 3.693, 3.316], [3.974, 4.389, -1.603], [-2.109, -2.527, -2.391], [-2.478, -3.507, 2.598], [5.115, 3.945, -0.912], [5.098, 2.632, -0.370], [-2.335, 3.158, 3.136], [2.918, 2.216, -1.399], [-2.841, -4.678, -3.168], [4.015, 1.827, -0.536], [-2.672, 5.397, 4.684], [-1.512, -5.046, -3.428], [-3.121, -3.546, -2.444], [-0.812, -2.843, -2.759], [-1.208, 3.793, 3.630], [2.961, -2.437, 0.553], [-2.133, -2.246, 1.755], [-1.373, 4.919, 4.460], [-4.448, -3.253, -1.819], [0.076, 1.981, -1.448], [-0.036, 3.000, -0.352], [2.046, -3.066, -3.882], [-3.770, 4.824, 4.094], [-2.490, 2.658, 0.521], [2.936, 3.512, -1.858], [-0.471, -4.161, -3.124], [-1.460, 3.588, -0.043], [-1.246, -5.958, -3.883], [-0.193, 3.423, 3.476], [-0.038, -2.052, -2.703], [2.352, -2.636, -2.915], [1.390, -2.466, -4.471], [0.556, 3.923, -0.757], [-4.263, -2.629, -0.898], [-4.738, 5.237, 4.268], [-3.201, -4.134, 1.987], [-2.273, -1.548, -1.926], [0.476, 2.556, 0.513], [-2.892, 1.859, -0.109], [-3.595, -5.402, -3.492], [-5.133, -2.728, -2.478], [-0.130, 2.428, -2.456], [4.912, -1.940, 0.713], [-3.409, 3.125, 0.833], [-4.531, 3.291, 2.850], [5.939, 4.611, -0.701], [0.127, -3.215, -0.475], [-0.506, 5.284, 5.076], [2.326, -3.983, -0.739], [4.010, 0.848, -0.099], [-2.807, 6.145, 5.474], [0.453, -3.591, 1.134], [-1.864, 4.106, -0.936], [-0.783, 1.299, -1.347], [3.916, 5.408, -1.958], [4.622, -3.447, -0.145], [5.890, 2.258, 0.271], [2.879, -3.416, -4.514], [2.132, 3.787, -2.605], [-5.019, -4.160, -1.563], [-1.343, 4.420, 0.697]],
  "mulliken_charge": [1.764, -0.173, -0.177, 0.472, 0.124, 0.335, -0.229, -0.721, -0.766, -0.650, -0.600, -0.619, -0.719, -0.396, 1.240, -0.743, -0.152, -0.157, -0.356, -0.707, -0.249, 0.173, -0.438, -0.545, 0.569, 0.548, -0.573, -0.166, -0.350, -0.561, 0.250, -0.153, -0.426, 0.707, 0.335, -0.615, -1.284, -0.636, 0.107, -0.738, -0.790, -0.860, -0.294, 0.606, -1.083, 0.481, 0.375, 0.065, -0.048, 0.408, 0.190, 0.218, 0.435, 0.272, 0.428, 0.183, 0.440, 0.408, 0.336, 0.387, 0.236, 0.636, 0.405, 0.388, 0.110, 0.318, 0.233, 0.063, 0.343, 0.151, 0.450, 0.208, 0.409, 0.239, 0.442, 0.441, 0.365, 0.367, 0.318]
}

---

{
  "formula": "C27H44N3O17",
  "method": "ωB97M-V/def2-TZVPD",
  "homo_energy_ev": -12.08,
  "lumo_ev": -2.423,
  "total_energy_ha": -2498.497811,
  "charge": 1,
  "homo_lumo_gap_ev": 9.7,
  "symbols": ["O", "O", "O", "O", "O", "O", "O", "O", "O", "O", "O", "O", "O", "O", "O", "O", "O", "N", "N", "N", "C", "C", "C", "C", "C", "C", "C", "C", "C", "C", "C", "C", "C", "C", "C", "C", "C", "C", "C", "C", "C", "C", "C", "C", "C", "C", "C", "H", "H", "H", "H", "H", "H", "H", "H", "H", "H", "H", "H", "H", "H", "H", "H", "H", "H", "H", "H", "H", "H", "H", "H", "H", "H", "H", "H", "H", "H", "H", "H", "H", "H", "H", "H", "H", "H", "H", "H", "H", "H", "H", "H"],
  "coordinates": [[-2.056, -0.276, -0.951], [0.128, 0.034, -0.551], [1.612, -4.736, 0.609], [-3.714, 0.935, 3.999], [-6.522, 4.543, -2.347], [3.324, -9.036, 4.092], [1.945, -4.718, -1.618], [4.980, -9.516, 5.548], [-6.303, 2.358, -1.981], [-5.118, 1.909, 2.576], [2.732, 4.360, -0.667], [2.465, 5.437, -2.618], [-0.953, -1.552, 0.555], [2.691, -6.422, -0.413], [3.326, 6.492, -0.820], [4.149, -7.425, 5.382], [-5.056, 2.599, 4.725], [-0.385, 4.302, -1.136], [-1.262, 4.272, -3.226], [-0.569, 2.251, -2.256], [-2.465, 3.834, -3.950], [3.310, -6.782, 4.420], [1.934, -7.817, 2.526], [-0.917, 5.694, -2.963], [3.364, 6.180, 0.597], [-5.797, 3.602, -2.182], [4.505, 6.891, 1.270], [-4.227, 1.119, 1.773], [-4.671, 1.888, 3.859], [-4.280, 3.758, -2.126], [-3.691, 0.148, 2.807], [2.043, -5.246, -0.382], [4.227, -8.742, 5.058], [2.242, -5.493, -3.905], [1.034, -0.419, 0.476], [-0.724, 3.560, -2.223], [2.798, -5.483, -2.508], [2.428, -7.920, 3.943], [-3.753, 4.446, -3.409], [2.833, -6.817, -1.788], [2.821, 5.448, -1.481], [0.462, -1.783, 0.821], [0.673, -2.245, 2.233], [-4.952, 0.520, 0.598], [3.442, 4.665, 0.552], [-0.715, 5.721, -1.456], [-1.070, -0.597, -0.360], [-0.769, 1.751, -3.109], [1.227, -6.993, 2.433], [-2.677, -0.199, 2.620], [-5.651, 1.676, -2.195], [2.047, -0.441, 0.086], [2.926, -6.021, -4.569], [-0.288, 1.709, -1.443], [3.785, -5.014, -2.479], [2.964, 4.167, 1.390], [0.359, -1.477, 2.943], [0.802, -2.539, 0.112], [2.121, -4.476, -4.276], [0.553, 4.111, -0.778], [-3.622, 5.516, -3.222], [1.437, -8.741, 2.231], [-3.428, 1.788, 1.433], [-1.671, 6.381, -3.347], [2.765, -7.643, 1.843], [0.043, 5.889, -3.448], [2.404, 6.497, 1.014], [-5.464, 1.296, 0.031], [4.470, 4.316, 0.442], [-4.239, -0.001, -0.045], [4.427, 7.965, 1.115], [5.462, 6.554, 0.870], [1.980, -7.445, -2.054], [-2.518, 2.742, -3.853], [0.098, -3.148, 2.425], [-4.102, 4.398, -1.254], [-2.344, 4.051, -5.016], [0.965, 0.271, 1.321], [1.726, -2.476, 2.392], [-4.359, -0.707, 2.934], [3.758, -7.372, -1.911], [-5.708, -0.193, 0.928], [4.479, 6.695, 2.342], [-1.616, 6.012, -0.905], [1.601, -8.071, 4.643], [-4.508, 4.388, -4.203], [3.936, -6.398, 3.610], [2.772, -5.966, 4.894], [1.270, -5.988, -3.933], [0.091, 6.398, -1.166], [-3.775, 2.800, -1.942]],
  "mulliken_charge": [-0.595, -0.606, -0.454, -0.352, -0.525, -0.378, -0.297, -0.512, -0.539, -0.378, -0.347, -0.532, -0.299, -0.276, -0.332, -0.344, -0.517, -0.094, 0.149, 0.012, -1.069, -0.375, -1.292, -0.672, 0.490, 0.322, -1.495, 0.607, 0.590, -0.011, -0.167, 0.645, 0.590, -1.458, -0.576, 0.477, 0.427, 0.460, -0.426, -0.576, 0.612, 0.711, -1.644, -1.096, -0.446, -0.466, 0.693, 0.281, 0.336, 0.012, 0.368, 0.375, 0.390, 0.150, 0.263, 0.339, 0.460, 0.149, 0.356, 0.195, 0.181, 0.417, 0.101, 0.419, 0.264, 0.367, 0.247, 0.201, 0.327, 0.300, 0.364, 0.358, 0.310, 0.393, 0.312, 0.205, 0.331, 0.285, 0.375, 0.334, 0.324, 0.419, 0.397, 0.365, 0.275, 0.544, 0.258, 0.306, 0.356, 0.251, 0.103]
}

---

{
  "formula": "C5H11NO",
  "method": "ωB97M-V/def2-TZVPD",
  "de_lowest_kj_mol": 186.67,
  "homo_energy_ev": [-15.84, -15.82],
  "spin_multiplicity": 2,
  "lumo_ev": [-3.750, -8.279],
  "total_energy_ha": -326.752991,
  "charge": 1,
  "homo_lumo_gap_ev": [12.1, 7.5],
  "symbols": ["O", "N", "C", "C", "C", "C", "C", "H", "H", "H", "H", "H", "H", "H", "H", "H", "H", "H"],
  "coordinates": [[0.788, -0.194, -1.436], [-0.181, 1.062, 0.203], [0.223, -0.178, -0.375], [0.870, 2.067, -0.050], [-0.412, -1.337, 0.394], [-0.150, -2.668, -0.300], [-1.115, 1.272, 1.316], [-2.124, 1.397, 0.956], [-0.928, 0.426, 2.011], [0.031, -1.486, 1.435], [-0.921, 2.285, 1.757], [1.766, 1.823, 0.514], [1.119, 1.812, -1.084], [-1.509, -1.234, 0.533], [0.769, -2.997, 0.108], [0.221, -2.526, -1.396], [-0.920, -3.413, -0.264], [0.505, 3.130, 0.091]],
  "nbo_charge": [-0.397, -0.027, 0.658, -0.472, -0.544, -0.622, -0.465, 0.278, 0.274, 0.260, 0.257, 0.277, 0.286, 0.264, 0.224, 0.241, 0.247, 0.261]
}

---

{
  "formula": "C4H13N2",
  "method": "ωB97M-V/def2-TZVPD",
  "de_lowest_kj_mol": 233.54,
  "homo_energy_ev": -13.92,
  "smiles": "CN[C@@H](C)[NH2+]C",
  "lumo_ev": -3.199,
  "total_energy_ha": -269.411737,
  "charge": 1,
  "homo_lumo_gap_ev": 10.7,
  "symbols": ["N", "N", "C", "C", "C", "C", "H", "H", "H", "H", "H", "H", "H", "H", "H", "H", "H", "H", "H"],
  "coordinates": [[0.854, -0.899, 0.045], [-1.070, 0.682, 0.459], [-1.270, -1.178, -1.096], [-0.235, -0.205, -0.571], [2.243, -0.337, -0.133], [-0.447, 1.620, 1.358], [-0.788, -1.793, -1.831], [2.697, -0.621, 0.786], [-1.796, 1.319, -0.075], [-1.635, -0.064, 0.751], [0.782, -1.830, -0.120], [-1.633, -1.887, -0.304], [0.635, 1.248, 1.682], [-2.199, -0.958, -1.634], [2.846, -0.772, -0.850], [-0.193, 2.620, 0.887], [0.021, 0.497, -1.431], [2.167, 0.694, -0.203], [-0.979, 1.863, 2.282]],
  "nbo_charge": [-0.616, -0.541, -0.704, 0.135, -0.406, -0.468, 0.262, 0.217, 0.440, 0.435, 0.386, 0.226, 0.248, 0.263, 0.211, 0.245, 0.212, 0.196, 0.258]
}